# 1
{
  "formula": "C7H5NO5P2S",
  "method": "the ωB97M-V functional and the def2-TZVPD basis",
  "max_force_ev_per_a": 3.42,
  "total_charge": -2,
  "e_homo_ev": -0.8546,
  "smiles": "O=[P@@]1([O-])OP([O-])O[C@H]1C(=S)c1ccccn1",
  "e_above_lowest_ev": 0.0000,
  "spin_multiplicity": 1,
  "gap_ha": 0.2273,
  "symbols": ["O", "P", "O", "O", "P", "O", "O", "C", "C", "S", "C", "C", "C", "C", "C", "N", "H", "H", "H", "H", "H"],
  "xyz": [[2.8388, -1.2824, -1.7795], [3.7742, -0.6972, -0.7766], [5.2520, -0.9586, -0.8922], [3.5794, 0.9293, -0.6439], [3.3027, 1.6870, 0.8881], [2.1290, 2.5336, 0.7360], [2.5732, 0.1491, 1.5708], [2.8845, -1.0253, 0.9415], [1.5872, -1.8394, 0.3760], [1.8184, -3.4249, 0.1744], [0.4554, -0.8972, 0.2012], [0.5489, 0.2680, -0.5408], [-0.6086, 1.0785, -0.6472], [-1.7198, 0.7005, 0.0478], [-1.6428, -0.4196, 0.8904], [-0.5750, -1.1778, 0.9562], [3.3645, -1.7033, 1.6466], [1.4690, 0.6590, -0.9696], [-0.5039, 2.0391, -1.0768], [-2.6633, 1.2090, -0.1786], [-2.5508, -0.6558, 1.4279]]
}

# 2
{
  "formula": "C7H6",
  "method": "the ωB97M-V functional and the def2-TZVPD basis",
  "max_force_ev_per_a": 6.00,
  "total_charge": 0,
  "e_homo_ev": -8.5298,
  "smiles": "C=C=C1C2=C(C)[C@@H]12",
  "e_above_lowest_ev": 4.3063,
  "spin_multiplicity": 1,
  "gap_ha": 0.3342,
  "symbols": ["C", "C", "C", "C", "C", "C", "C", "H", "H", "H", "H", "H", "H"],
  "xyz": [[1.3559, -2.5632, -1.5636], [0.6673, -1.8281, -0.7319], [0.1901, -0.7916, -0.1620], [0.5501, 0.1486, 0.8627], [-0.4804, 1.0049, 0.6473], [-0.7425, 2.4064, 0.9493], [-1.0098, -0.2818, 0.1679], [1.6915, -3.5473, -1.3753], [1.8597, -2.1306, -2.4103], [-0.0999, 2.9594, 0.2944], [-0.2793, 2.7947, 1.9469], [-1.8110, 2.6864, 0.7363], [-1.8917, -0.8578, 0.6381]]
}